No. 1
This record from OMol25 describes a molecular structure, C43H38I2N8PSSbZr in a non-equilibrium geometry. The level of theory is the ωB97M-V functional and the def2-TZVPD basis.

Total charge: +2
DFT total energy, eV: -101256.8145

Element x y z (Å)
C  -2.90  -2.67  -0.90
C  2.60  2.96  -4.21
N  -2.37  -1.76  -0.01
C  -2.76  0.23  2.81
N  0.89  1.18  1.77
H  -4.66  0.20  -0.78
C  5.80  0.68  -0.25
H  2.61  3.69  3.31
H  4.15  -1.20  2.04
H  -3.65  4.12  1.40
H  -3.48  -0.58  4.65
H  6.75  1.20  -0.33
C  -0.12  -1.64  -3.62
H  2.04  -5.44  3.44
C  0.12  -0.57  -1.41
H  1.02  -3.41  2.56
H  -2.99  -4.67  -1.58
H  -1.03  -3.95  2.21
N  -2.66  1.95  -2.57
C  -3.90  2.13  2.02
I  -6.93  1.89  -2.74
C  5.50  0.03  0.97
C  1.65  2.29  1.92
H  -0.48  -1.58  -4.66
C  -3.68  -2.18  -2.07
C  2.25  4.06  -3.43
C  3.60  -3.77  0.32
H  1.77  2.59  5.33
H  -3.56  3.00  0.08
H  1.37  1.43  -5.02
C  0.98  -2.80  -1.80
C  2.01  3.06  0.70
H  4.09  -3.24  -0.52
H  -3.24  -1.27  -2.51
N  -3.03  1.11  1.78
C  -4.08  3.21  1.03
C  0.87  -1.65  -0.97
H  -3.78  -2.95  -2.83
C  1.91  -3.84  2.04
H  6.23  0.08  1.79
H  4.97  -5.44  0.34
C  -3.85  2.35  -3.11
H  0.38  -3.76  -3.61
H  -1.79  -5.62  0.37
H  1.80  4.14  0.85
P  1.85  -1.55  0.57
S  -1.12  5.23  1.43
H  3.55  2.75  -4.68
H  2.97  -0.08  -1.97
I  3.47  5.45  -2.52
H  3.98  -6.51  2.33
C  2.50  -4.99  2.57
N  -2.90  1.07  -1.52
H  1.39  2.70  -0.10
H  -3.91  3.10  -3.91
N  0.36  2.85  -3.86
H  -0.70  0.41  -3.11
C  1.60  2.14  4.33
C  4.13  -4.95  0.83
H  -4.69  -1.93  -1.75
C  4.83  0.71  -1.27
C  0.41  -2.82  -3.08
C  -1.80  -2.25  1.10
H  -5.38  3.01  3.31
C  4.32  -0.67  1.10
N  -1.02  2.74  0.16
C  -4.70  2.20  3.18
C  -4.22  0.90  -1.47
C  2.47  -3.21  0.95
N  1.46  2.29  -4.47
C  3.38  -0.70  0.06
C  0.84  3.96  -3.25
C  -1.03  3.81  0.71
H  0.79  0.27  5.01
C  -4.60  1.18  4.12
C  -2.67  -4.04  -0.76
H  -5.14  3.36  0.82
C  -3.62  0.19  3.92
C  2.02  2.79  3.20
Sb  -0.96  -0.96  2.70
C  3.58  -5.59  1.94
C  0.61  0.50  2.88
H  0.22  4.70  -2.78
Zr  -1.32  0.62  0.09
C  0.94  0.91  4.16
H  3.06  2.91  0.40
C  -4.88  1.72  -2.39
C  -0.23  -0.51  -2.77
H  -1.73  2.13  -2.92
C  3.64  0.00  -1.12
H  1.52  -3.68  -1.42
C  -1.58  -3.64  1.31
H  4.99  1.20  -2.21
H  -5.19  1.25  5.00
C  -1.95  -4.54  0.34

No. 2
This record from OMol25 describes 10 unconnected molecules or ions with the total composition C50H130N10O15 in a non-equilibrium geometry. The level of theory is the ωB97M-V functional and the def2-TZVPD basis.

Total charge: 0
DFT total energy, eV: -99562.3304
Energy relative to the best compared isomer or geometry (same formula, charge and spin), kcal/mol: 1.0
SMILES: COC[C@H](C)N.COC[C@H](C)N.COC[C@H](C)N.COC[C@H](C)N.COC[C@H](C)N.COCCNCCOC.COCCNCCOC.COCCNCCOC.COCCNCCOC.COCCNCCOC

Element x y z (Å)
C  19.50  14.48  10.96
C  10.31  12.92  11.19
H  25.92  10.74  16.05
C  18.71  8.19  15.29
H  19.30  17.19  18.98
H  17.80  12.09  13.45
H  14.47  11.77  13.14
H  19.03  9.06  10.82
H  15.34  10.39  22.38
C  20.77  11.35  20.63
H  18.14  12.28  15.92
C  20.16  17.19  16.54
H  20.43  13.92  10.87
H  12.35  13.41  17.54
C  16.89  9.91  20.37
N  11.84  7.51  16.30
C  15.30  18.35  16.44
H  10.25  18.51  13.43
H  12.31  15.19  15.57
H  11.43  15.18  12.67
H  19.39  15.22  10.18
H  16.72  10.99  20.55
H  17.86  14.20  17.12
C  16.04  9.92  10.05
C  16.99  9.66  18.87
H  11.93  7.08  13.75
N  21.47  11.26  14.41
H  19.72  12.81  19.73
H  11.82  11.80  16.94
H  17.71  15.24  15.77
H  21.53  15.86  11.93
H  21.54  11.96  21.15
H  24.73  12.01  14.07
O  19.48  9.51  12.83
C  20.48  17.01  13.42
H  17.02  13.17  21.25
O  21.88  11.88  18.50
C  14.37  16.37  17.81
H  9.81  12.39  12.01
H  12.06  10.70  14.97
H  13.31  13.13  14.97
O  9.53  8.25  17.78
H  13.28  8.26  13.38
H  17.86  14.41  22.31
H  16.75  11.82  17.14
C  11.95  7.89  17.67
H  16.06  10.13  14.82
H  10.79  17.45  12.01
H  17.19  18.64  14.57
C  12.94  7.98  15.45
C  19.17  12.85  21.61
H  17.81  9.57  20.88
H  9.83  13.91  11.20
H  13.70  18.27  19.42
C  15.42  12.27  12.91
H  19.97  13.55  21.95
H  15.35  13.13  12.27
N  19.53  12.09  20.42
C  18.09  9.20  13.12
H  9.41  17.04  13.08
H  16.00  9.50  11.05
H  18.25  18.21  18.00
H  23.16  13.17  12.14
H  18.68  13.77  11.04
H  20.69  9.71  11.17
H  19.30  17.34  15.87
H  22.23  16.80  16.26
H  10.42  14.98  14.15
H  13.87  10.91  7.61
H  16.32  14.54  19.44
H  20.75  15.52  14.78
C  21.33  10.83  19.33
H  12.31  10.33  8.28
C  22.64  11.59  13.65
H  14.63  13.11  16.86
O  15.72  9.21  20.77
C  10.39  17.53  13.02
H  17.43  13.82  13.36
H  10.47  10.08  17.42
N  16.54  9.26  15.04
H  9.62  9.92  18.93
C  14.97  17.77  17.86
H  18.63  8.41  16.34
C  11.33  15.46  13.74
H  20.48  13.29  17.87
H  17.89  10.12  18.47
C  17.43  14.26  16.12
H  13.50  8.70  9.66
H  13.29  8.99  15.75
H  13.83  8.56  7.96
H  12.80  7.43  18.23
H  8.69  10.00  17.30
N  15.85  10.19  18.11
C  16.47  17.87  14.38
C  13.84  15.50  14.03
H  13.78  7.28  15.52
H  10.13  12.38  10.25
O  19.49  15.20  12.21
O  15.43  9.16  9.02
H  18.94  12.18  22.44
C  19.24  18.17  18.50
H  17.40  9.95  12.69
H  18.41  10.30  14.81
H  12.23  8.95  17.67
H  15.61  18.18  13.82
H  15.96  12.21  18.73
H  20.85  18.01  13.23
O  18.20  14.58  20.29
H  20.26  16.92  11.23
C  19.60  9.77  11.42
C  23.81  11.74  14.61
C  12.27  12.32  17.78
H  10.88  11.01  13.74
H  21.49  13.02  12.41
H  15.99  11.55  12.29
H  10.66  7.98  19.44
H  10.37  6.54  18.31
C  24.87  10.60  16.37
C  18.09  13.19  15.30
H  20.09  16.22  17.01
H  19.75  8.13  14.96
H  22.83  10.77  12.91
C  13.37  10.52  8.50
H  17.07  8.57  18.71
C  9.55  9.64  17.85
H  24.55  11.38  17.07
C  10.62  7.59  18.39
O  11.73  12.93  11.42
O  13.56  11.86  18.14
C  12.42  8.03  14.03
H  16.38  9.13  16.07
H  12.57  13.05  13.54
C  15.90  11.63  17.80
H  20.84  10.75  13.78
H  15.03  15.69  17.29
H  11.77  12.36  8.75
H  11.80  14.48  10.06
C  12.73  12.68  9.22
N  19.50  13.57  15.06
H  19.55  13.99  14.12
H  22.22  10.22  19.52
N  14.09  18.75  18.59
H  17.37  15.84  18.91
H  16.61  15.93  20.50
H  14.35  11.50  16.22
O  24.01  10.50  15.27
H  16.96  16.97  13.98
C  17.37  12.93  14.00
H  15.03  10.02  18.69
H  14.34  18.64  15.96
H  21.81  12.85  16.87
C  15.45  9.33  22.20
O  16.05  12.49  14.16
C  14.05  9.16  8.83
H  17.98  8.20  12.75
O  16.04  17.39  15.69
H  13.30  13.26  8.50
H  12.59  10.65  13.36
C  21.05  12.45  17.50
H  14.60  14.89  14.55
C  17.96  9.32  14.65
H  21.58  18.23  15.42
H  16.37  14.13  16.30
H  15.64  10.92  10.03
O  11.30  16.86  13.87
H  20.62  10.48  21.28
H  21.64  10.59  15.15
H  14.05  16.55  14.20
C  17.95  13.74  21.42
H  19.41  17.03  13.61
C  14.59  12.04  17.15
N  21.23  16.38  14.49
H  18.22  7.26  15.00
C  12.51  14.91  14.53
H  13.35  14.03  10.80
O  11.33  9.00  13.82
H  15.95  17.68  18.37
O  20.24  18.23  17.48
H  13.23  18.87  18.03
H  14.57  8.74  22.36
C  12.43  13.62  10.37
C  11.72  10.38  13.98
H  20.39  11.75  17.04
C  20.49  16.22  12.08
H  15.89  19.25  16.61
H  16.35  9.02  22.73
H  13.38  16.37  17.33
C  22.44  12.92  12.92
H  13.98  15.30  12.98
H  17.09  9.95  9.83
N  12.45  13.43  14.49
H  19.20  10.74  11.11
H  10.94  7.85  15.94
H  13.06  11.09  10.47
H  23.66  12.57  15.31
H  20.00  12.69  14.88
N  13.47  11.49  9.61
H  14.17  16.00  18.82
H  11.58  12.17  18.60
C  17.08  15.25  19.78
C  21.37  17.18  15.68
H  19.43  18.94  19.20
H  24.75  9.60  16.81
H  20.62  10.30  18.70
H  22.42  13.77  13.60

- total charge of number 2 (C50H130N10O15)?
  0